# CsHO5S

CsHO5S as an isolated structure at a distorted geometry (wB97M-V/def2-TZVPD, OMol25).

Last column: Löwdin charge in e.
Element x y z (Å)
H -10.37509 12.01908 19.90017  -0.254
O -14.15452 10.97615 27.60792  -0.521
O -10.79673 11.15274 19.73833  -0.669
S -13.28103 11.19156 26.39554  0.093
O -13.66465 10.22296 25.37584  -0.476
Cs -8.24150 11.58357 23.50461  0.844
O -13.45593 12.54761 25.85060  -0.502
O -11.86553 11.09090 26.77968  -0.515

Computed properties:
total charge = -2
E_LUMO = 2.389 eV
Kohn-Sham gap = 1.79 eV
strongest force on any atom = 2.22 eV/A
spin multiplicity = 1